Record 1
Computed, not measured: C15H32CrN8O6 as an isolated structure at a distorted geometry, with ωB97M-V/def2-TZVPD.

Geometry (Å):
O1 3.163 0.209 -2.297
H1 3.790 -0.063 -2.988
Cr1 0.855 -0.404 -0.718
N1 -0.684 -1.269 -1.601
N2 0.346 1.080 -1.925
N3 1.099 -1.692 0.754
N4 2.111 0.597 0.410
O2 -1.239 -2.381 -1.206
O3 0.312 -2.797 0.985
O4 2.446 1.909 0.246
O5 0.815 2.286 -1.864
C1 -0.621 0.743 -2.835
C2 -1.204 -0.541 -2.641
C3 2.036 -1.366 1.666
C4 2.615 -0.065 1.464
C5 -2.284 -1.124 -3.477
H2 -3.038 -1.617 -2.852
H3 -1.873 -1.874 -4.170
H4 -2.772 -0.343 -4.069
C6 -1.008 1.679 -3.926
H5 -0.452 2.618 -3.829
H6 -2.085 1.893 -3.887
H7 -0.792 1.235 -4.908
C7 2.398 -2.253 2.797
C8 3.640 0.521 2.360
H8 1.838 -3.192 2.751
H9 2.189 -1.762 3.758
H10 3.474 -2.477 2.769
H11 3.853 1.557 2.084
H12 4.569 -0.062 2.297
H13 3.294 0.488 3.401
H14 -0.332 -2.801 0.192
H15 1.943 2.175 -0.606
C9 2.328 -1.121 -1.984
H16 1.377 -1.180 -2.563
H17 2.491 -1.502 -0.944
H18 2.846 -1.952 -2.505
O6 3.618 -3.681 -3.305
H19 4.101 -4.170 -2.618
H20 2.829 -4.222 -3.485
C10 -2.374 -0.105 0.747
N5 -1.120 0.665 0.878
C11 -0.683 0.606 2.291
N6 -1.708 1.146 3.214
C12 -2.956 0.363 3.026
N7 -3.444 0.421 1.627
C13 -3.675 1.841 1.272
N8 -2.447 2.658 1.417
C14 -1.399 2.078 0.543
C15 -1.986 2.552 2.823
H21 -2.201 -1.157 1.021
H22 -2.736 -0.048 -0.292
H23 0.238 1.198 2.407
H24 -0.486 -0.441 2.565
H25 -3.731 0.774 3.686
H26 -2.757 -0.688 3.288
H27 -4.012 1.893 0.227
H28 -4.449 2.247 1.938
H29 -0.485 2.679 0.665
H30 -1.753 2.149 -0.497
H31 -2.769 2.949 3.482
H32 -1.063 3.140 2.938

energy	-2524.249186	Eh
multiplicity	4
total charge	+1

These are the Mulliken partial charges, in e, on atoms 1 to 8:
1 O -0.4685
2 H 0.3168
3 Cr -0.4967
4 N 1.1767
5 N 1.2122
6 N 0.5734
7 N 0.6979
8 O -0.9380



Record 2
Computed, not measured: C15H32EuN7O6P as an isolated structure at a distorted geometry, with ωB97M-V/def2-TZVPD.

Geometry (Å):
O1 1.764 -3.081 -2.791
H1 1.674 -3.939 -3.238
Eu1 1.102 -1.594 -1.074
N1 0.994 -1.647 1.546
N2 -0.375 -3.201 0.068
N3 2.182 0.639 -0.550
N4 1.824 -0.193 -2.945
O2 1.734 -0.827 2.257
O3 2.439 1.092 0.723
O4 1.814 -0.693 -4.266
O5 -1.080 -2.633 -0.872
C1 -0.832 -3.086 1.367
C2 -0.044 -2.251 2.201
C3 2.405 1.556 -1.507
C4 2.159 1.092 -2.855
C5 -0.393 -1.941 3.615
H2 -1.013 -1.032 3.683
H3 0.520 -1.784 4.201
H4 -0.964 -2.765 4.057
C6 -2.081 -3.764 1.786
H5 -2.129 -4.760 1.324
H6 -2.972 -3.201 1.463
H7 -2.126 -3.885 2.874
C7 2.842 2.956 -1.232
C8 2.325 1.989 -4.034
H8 3.236 3.040 -0.214
H9 1.999 3.657 -1.343
H10 3.616 3.257 -1.950
H11 1.894 1.525 -4.925
H12 3.390 2.192 -4.218
H13 1.836 2.956 -3.854
H14 2.178 0.293 1.333
H15 1.816 -1.668 -4.127
C9 2.757 -3.249 -1.504
H16 2.216 -3.623 -0.612
H17 3.347 -2.321 -1.367
H18 3.459 -4.031 -1.811
O6 4.558 -1.455 2.537
H19 4.995 -0.998 1.801
H20 3.613 -1.185 2.467
C10 -4.024 2.030 -0.284
N5 -3.764 0.826 0.541
C11 -3.416 1.237 1.918
N6 -2.261 2.160 1.959
C12 -2.560 3.343 1.117
N7 -2.881 2.973 -0.280
C13 -1.718 2.417 -0.977
P1 -1.087 0.842 -0.185
C14 -2.740 -0.024 -0.053
C15 -1.013 1.512 1.565
H21 -4.897 2.551 0.139
H22 -4.217 1.716 -1.318
H23 -3.184 0.342 2.513
H24 -4.285 1.765 2.343
H25 -1.688 4.010 1.117
H26 -3.440 3.849 1.546
H27 -1.988 2.194 -2.019
H28 -0.904 3.158 -0.986
H29 -2.616 -0.949 0.532
H30 -3.040 -0.315 -1.071
H31 -0.186 2.237 1.614
H32 -0.771 0.690 2.256

energy	-2476.800028	Eh
multiplicity	8

These are the Mulliken partial charges, in e, on atoms 1 to 8:
1 O -0.5724
2 H 0.2982
3 Eu 1.0670
4 N 0.5417
5 N -0.2452
6 N 0.2375
7 N 0.1211
8 O -1.0606



Record 3
Computed, not measured: C15H32N3O3PSSb as an isolated structure at a distorted geometry, with ωB97M-V/def2-TZVPD.

Geometry (Å):
C1 2.313 -3.021 1.633
C2 1.498 -2.172 1.077
Sb1 0.247 -0.765 -0.117
C3 0.413 0.625 1.642
S1 -1.059 0.613 2.769
C4 -1.730 2.321 3.045
C5 -3.002 2.716 2.142
N1 -1.067 0.451 -1.160
C6 -1.009 1.900 -0.926
C7 0.217 2.686 -1.687
C8 1.101 3.581 -0.638
O1 1.919 0.115 -0.892
C9 3.104 -0.697 -0.839
C10 4.170 0.007 -1.869
C11 3.609 0.140 -3.367
P1 0.286 -2.396 -2.056
N2 -0.915 -2.187 -3.107
N3 -1.412 -1.681 0.800
C12 -1.171 -3.050 1.261
C13 -1.128 -3.266 2.877
O2 -1.053 -4.094 0.560
C14 -2.713 -1.454 0.178
C15 -3.851 -0.786 1.141
O3 -3.119 -1.784 -0.965
H1 2.898 -3.961 1.947
H2 1.318 0.265 2.268
H3 0.637 1.703 1.340
H4 -0.940 3.142 2.929
H5 -2.081 2.361 4.147
H6 -4.019 2.502 2.658
H7 -3.032 2.113 1.159
H8 -2.985 3.830 1.808
H9 -0.856 0.309 -2.172
H10 -1.158 2.273 0.144
H11 -1.946 2.323 -1.485
H12 0.860 1.990 -2.327
H13 -0.215 3.472 -2.425
H14 1.648 4.423 -1.201
H15 0.303 4.122 0.013
H16 1.812 2.944 -0.003
H17 3.655 -0.645 0.184
H18 2.994 -1.765 -1.235
H19 5.070 -0.729 -1.897
H20 4.573 0.972 -1.407
H21 2.472 0.255 -3.394
H22 3.899 -0.783 -4.008
H23 4.086 1.042 -3.915
H24 1.509 -2.137 -2.792
H25 0.367 -3.763 -1.624
H26 -0.557 -1.947 -4.046
H27 -0.279 -3.991 3.183
H28 -2.128 -3.751 3.151
H29 -1.015 -2.270 3.441
H30 -3.548 -0.782 2.244
H31 -4.746 -1.528 1.069
H32 -4.240 0.210 0.743

energy	-1960.242496	Eh
total charge	-1

These are the Mulliken partial charges, in e, on atoms 1 to 8:
1 C -0.7361
2 C -0.2158
3 Sb 1.3146
4 C -0.5721
5 S -0.0761
6 C -0.5176
7 C -0.5831
8 N -0.1023



Record 4
Computed, not measured: a 3-piece molecular cluster, C15H32N5O3S overall at a distorted geometry, with ωB97M-V/def2-TZVPD.

Geometry (Å):
C1 -1.680 -1.349 -3.647
N1 -0.432 -0.997 -4.304
C2 0.463 -0.219 -3.486
N2 -0.252 0.998 -3.037
C3 -0.658 1.815 -4.220
C4 -0.511 3.310 -4.016
C5 0.850 3.584 -3.400
S1 2.245 3.036 -4.421
N3 0.855 2.955 -2.063
C6 0.339 1.674 -2.018
N4 0.413 1.115 -0.825
N5 -0.146 -0.139 -0.518
C7 -1.193 0.059 0.506
C8 0.874 -1.041 -0.029
C9 2.320 -0.649 -0.164
O1 0.532 -2.093 0.491
H1 -2.320 -0.482 -3.527
H2 -2.215 -2.034 -4.293
H3 -1.548 -1.811 -2.667
H4 0.037 -1.819 -4.645
H5 1.346 0.049 -4.058
H6 0.796 -0.803 -2.627
H7 -1.685 1.581 -4.479
H8 -0.064 1.507 -5.071
H9 -0.568 3.777 -4.994
H10 -1.296 3.715 -3.383
H11 0.967 4.648 -3.239
H12 2.739 2.097 -3.606
H13 0.281 3.526 -1.447
H14 0.863 1.635 -0.080
H15 -1.942 0.729 0.101
H16 -0.757 0.528 1.383
H17 -1.641 -0.892 0.746
H18 2.600 -0.387 -1.180
H19 2.574 0.196 0.473
H20 2.914 -1.490 0.164
C10 1.395 1.975 5.355
C11 1.074 1.459 3.980
O2 1.118 2.171 2.996
C12 0.688 0.012 3.845
H21 1.655 3.029 5.299
H22 0.532 1.851 6.010
H23 2.235 1.419 5.774
H24 -0.210 -0.214 4.420
H25 1.495 -0.641 4.180
H26 0.505 -0.162 2.789
C13 -1.736 -2.705 2.911
C14 -1.326 -3.412 4.181
O3 -0.871 -2.796 5.115
C15 -1.504 -4.908 4.221
H27 -1.548 -1.640 3.032
H28 -1.155 -3.078 2.068
H29 -2.798 -2.862 2.714
H30 -0.920 -5.376 3.428
H31 -2.555 -5.164 4.080
H32 -1.171 -5.288 5.183

energy	-1488.176499	Eh
total charge	+1

These are the Mulliken partial charges, in e, on atoms 1 to 8:
1 C -0.8201
2 N -0.3174
3 C -0.6091
4 N 0.5921
5 C -0.5949
6 C -0.9985
7 C 0.0580
8 S -0.1896